Entry from the Open Molecules 2025 dataset: a structure of composition C27H35BrN4P2Ti at a distorted geometry (ωB97M-V/def2-TZVPD).

Kohn-Sham gap (alpha / beta) in eV: 7.46 / 5.52
LUMO (alpha / beta) in Eh: 0.000 / -0.090
Relative energy (zero: lowest compared OMol25 entry of this formula, charge and spin) in kJ/mol: 0.0

```
! RIJCOSX wB97M-V def2-TZVPD def2/J DEFGRID3
* xyz 0 3
Ti -0.71 0.47 -1.33
C -2.08 1.68 -7.32
C -2.19 0.38 -7.00
C -1.26 -0.68 -7.47
C 0.27 -0.34 -7.49
C 0.84 0.45 -6.33
C 0.63 1.75 -6.08
C 0.33 2.67 -7.22
C -0.96 2.32 -8.06
C 1.08 1.14 -0.18
H -2.93 2.34 -7.13
H -3.11 0.03 -6.54
H -1.53 -0.94 -8.51
H -1.41 -1.60 -6.88
H 0.80 -1.30 -7.48
H 0.51 0.14 -8.46
H 1.67 -0.05 -5.81
H 0.89 2.20 -5.12
H 1.16 2.62 -7.96
H 0.26 3.72 -6.88
H -1.36 3.28 -8.44
H -0.67 1.74 -8.95
H 0.46 1.97 0.22
H 2.01 1.57 -0.55
H 1.37 0.47 0.65
P 1.35 -0.23 -2.45
P -0.92 -2.08 -1.74
N 2.56 0.97 -3.10
N 2.56 -1.38 -1.79
N -1.91 0.82 -2.82
N -2.60 -2.50 -1.67
C 0.68 -1.25 -3.81
C -0.44 -2.26 -3.47
C 2.73 2.27 -2.60
C 3.96 2.76 -3.02
C 4.52 1.80 -3.92
C 3.64 0.71 -3.95
C 3.49 -1.05 -0.79
C 4.11 -2.22 -0.37
C 3.55 -3.30 -1.11
C 2.61 -2.76 -1.97
C -2.00 2.18 -2.48
C -2.57 2.85 -3.56
C -3.01 1.87 -4.48
C -2.52 0.63 -4.04
C -3.73 -2.36 -2.48
C -4.86 -2.74 -1.75
C -4.40 -3.12 -0.44
C -3.03 -2.96 -0.42
H 1.53 -1.74 -4.29
H 0.26 -0.51 -4.50
H -1.31 -2.08 -4.13
H -0.11 -3.29 -3.68
H 1.99 2.74 -1.97
H 4.41 3.69 -2.68
H 5.45 1.91 -4.46
H 3.69 -0.20 -4.53
H 3.60 -0.02 -0.49
H 4.89 -2.27 0.38
H 3.82 -4.34 -1.04
H 1.97 -3.24 -2.70
H -1.90 2.53 -1.44
H -2.64 3.91 -3.69
H -3.57 2.01 -5.38
H -2.60 -0.35 -4.49
H -3.66 -1.97 -3.49
H -5.89 -2.76 -2.09
H -5.01 -3.45 0.39
H -2.31 -3.06 0.38
Br -2.25 0.34 0.49
*
```

Atomic partial charges in e from the Löwdin method, atoms 1 to 6: 0.20, -0.13, -0.15, -0.17, -0.18, -0.15


Entry from the Open Molecules 2025 dataset: the molecule C6H12N3P (ωB97M-V/def2-TZVPD).

Kohn-Sham gap in eV: 9.80
LUMO in Eh: 0.036
Relative energy (zero: lowest compared OMol25 entry of this formula, charge and spin) in kJ/mol: 0.0
SMILES: NC[PH2](N)c1cccnc1

```
! RIJCOSX wB97M-V def2-TZVPD def2/J DEFGRID3
* xyz 0 1
N -1.82 0.94 -1.85
C -0.38 0.74 -2.04
P 0.27 -0.80 -1.16
N 0.92 -2.33 -0.46
C 0.22 -0.05 0.50
C 1.40 0.25 1.17
C 1.33 0.81 2.44
C 0.08 1.05 2.99
N -1.06 0.79 2.36
C -0.98 0.26 1.14
H -2.24 1.38 -2.66
H -2.29 0.04 -1.77
H -0.11 0.61 -3.10
H 0.16 1.62 -1.67
H -0.85 -1.49 -1.73
H 1.48 -0.66 -1.87
H 0.79 -3.12 -1.09
H 0.46 -2.57 0.41
H 2.36 -0.01 0.74
H 2.23 1.04 3.00
H 0.00 1.47 3.99
H -1.94 0.05 0.66
*
```

Atomic partial charges in e from the Löwdin method, atoms 1 to 6: -0.07, -0.47, 0.75, -0.23, -0.33, -0.08


Entry from the Open Molecules 2025 dataset: a cluster of 2 separate species, C4H14N2O2 in total at a distorted geometry (ωB97M-V/def2-TZVPD).

Kohn-Sham gap in eV: 10.72
LUMO in Eh: -0.258
Relative energy (zero: lowest compared OMol25 entry of this formula, charge and spin) in kJ/mol: 58.9

```
! RIJCOSX wB97M-V def2-TZVPD def2/J DEFGRID3
* xyz 2 1
O -2.16 0.58 -1.06
C -1.03 0.91 -1.20
C 0.17 0.01 -0.73
C -0.31 -0.86 0.45
C -0.68 -0.10 1.68
N -0.80 -1.03 2.87
N 0.78 -0.73 -1.87
H -0.71 1.89 -1.58
H 0.83 0.82 -0.43
H 0.49 -1.60 0.59
H -1.09 -1.52 0.06
H -1.59 0.47 1.67
H 0.11 0.58 1.99
H -1.24 -1.95 2.73
H -1.47 -0.70 3.59
H 0.11 -1.23 3.24
H 0.08 -1.02 -2.56
H 1.25 -1.60 -1.61
H 1.41 -0.04 -2.32
H 2.70 2.48 -1.55
H 1.34 2.53 -2.34
O 1.81 2.11 -1.61
*
```

Atomic partial charges in e from the Löwdin method, atoms 1 to 6: 0.15, -0.18, -0.26, -0.14, -0.10, 0.22


Entry from the Open Molecules 2025 dataset: the molecule C6H9N (ωB97M-V/def2-TZVPD).

Kohn-Sham gap (alpha / beta) in eV: 8.62 / 7.84
LUMO (alpha / beta) in Eh: 0.007 / 0.012
Relative energy (zero: lowest compared OMol25 entry of this formula, charge and spin) in kJ/mol: 426.8

```
! RIJCOSX wB97M-V def2-TZVPD def2/J DEFGRID3
* xyz 0 1
C 2.13 -0.24 0.21
N 0.77 -0.55 -0.19
C -0.19 0.02 0.79
C -0.64 1.26 0.06
C -1.03 0.45 -1.16
C -1.66 -0.74 -0.78
C -1.19 -1.05 0.48
H 2.42 -0.79 1.13
H 2.82 -0.54 -0.59
H 2.28 0.83 0.43
H 0.16 0.09 1.83
H 0.21 1.93 -0.11
H -1.48 1.84 0.48
H -1.07 0.86 -2.17
H -2.20 -1.40 -1.45
H -1.34 -1.96 1.05
*
```

Atomic partial charges in e from the Löwdin method, atoms 1 to 6: -0.16, -0.03, -0.41, -0.15, -0.04, -0.11


Entry from the Open Molecules 2025 dataset: the molecule C3H5NO2 (ωB97M-V/def2-TZVPD).

Kohn-Sham gap in eV: 9.93
LUMO in Eh: -0.001
Relative energy (zero: lowest compared OMol25 entry of this formula, charge and spin) in kJ/mol: 69.7
SMILES: CNC(=O)C=O

```
! RIJCOSX wB97M-V def2-TZVPD def2/J DEFGRID3
* xyz 0 1
C -1.04 1.32 -0.02
N 0.10 0.44 -0.19
C 0.13 -0.80 0.33
O -0.74 -1.31 1.02
C 1.40 -1.57 0.00
O 2.24 -1.15 -0.76
H -1.87 1.04 -0.68
H -1.39 1.25 1.02
H -0.74 2.35 -0.23
H 0.88 0.70 -0.78
H 1.48 -2.54 0.52
*
```

Atomic partial charges in e from the Löwdin method, atoms 1 to 6: -0.06, 0.02, -0.48, 0.07, -0.14, 0.07


Entry from the Open Molecules 2025 dataset: a cluster of 3 separate species, C9H20 in total at a distorted geometry (ωB97M-V/def2-TZVPD).

Kohn-Sham gap (alpha / beta) in eV: 7.16 / 7.11
LUMO (alpha / beta) in Eh: 0.024 / 0.028
Relative energy (zero: lowest compared OMol25 entry of this formula, charge and spin) in kJ/mol: 498.1

```
! RIJCOSX wB97M-V def2-TZVPD def2/J DEFGRID3
* xyz 0 1
C -1.41 -0.32 -0.11
C 1.25 -0.08 0.01
C -0.85 0.81 -0.69
C -1.47 -1.62 -0.85
C -1.81 -0.38 1.33
C 1.73 -0.70 -1.28
C 2.00 1.20 0.32
C 1.34 -1.03 1.18
C -0.89 2.19 -0.12
H -0.65 0.74 -1.75
H -2.69 0.52 -0.94
H -1.45 0.46 1.92
H -1.25 -1.50 -1.90
H -0.77 -2.33 -0.41
H -2.47 -2.05 -0.74
H -2.90 -0.38 1.38
H -1.45 -1.30 1.79
H 0.95 -0.60 2.10
H 0.84 -1.98 1.00
H 1.62 -0.02 -2.13
H 2.80 -0.96 -1.21
H 1.20 -1.63 -1.51
H 1.98 1.90 -0.52
H 1.62 1.71 1.20
H 3.06 0.98 0.52
H 2.40 -1.29 1.38
H -1.83 2.67 -0.42
H -0.83 2.20 0.96
H -0.07 2.79 -0.52
*
```

Atomic partial charges in e from the Löwdin method, atoms 1 to 6: -0.44, -0.42, -0.23, -0.08, -0.06, -0.11


Entry from the Open Molecules 2025 dataset: the molecule C2H3NS at a distorted geometry (ωB97M-V/def2-TZVPD).

Kohn-Sham gap in eV: 8.80
LUMO in Eh: -0.012
Relative energy (zero: lowest compared OMol25 entry of this formula, charge and spin) in kJ/mol: 273.0
SMILES: C#CSN

```
! RIJCOSX wB97M-V def2-TZVPD def2/J DEFGRID3
* xyz 0 1
C -2.32 0.42 -0.90
C -1.60 -0.32 -0.27
S -0.53 -1.30 0.61
N 1.13 -0.46 -0.26
H -2.88 0.90 -1.66
H 0.86 0.50 -0.40
H 1.04 -0.95 -1.10
*
```

Atomic partial charges in e from the Löwdin method, atoms 1 to 6: 0.03, -0.64, 0.80, -0.16, 0.02, 0.00


Entry from the Open Molecules 2025 dataset: a structure of composition C51H48AsMgNP2SeSi at a distorted geometry (ωB97M-V/def2-TZVPD).

Kohn-Sham gap in eV: 7.53
LUMO in Eh: 0.015

```
! RIJCOSX wB97M-V def2-TZVPD def2/J DEFGRID3
* xyz 0 1
Mg -0.62 -0.01 -0.26
C -2.62 3.00 0.99
Si -1.03 2.42 0.14
C -1.02 3.31 -1.55
C -1.64 4.56 -1.71
C -1.78 5.16 -2.96
C -1.30 4.51 -4.09
C -0.67 3.29 -3.96
C -0.51 2.69 -2.71
P 0.42 1.10 -2.57
C 1.84 1.48 -3.66
C 2.13 0.84 -4.86
C 3.26 1.20 -5.59
C 4.11 2.19 -5.13
C 3.82 2.84 -3.93
C 2.70 2.48 -3.20
C -0.66 -0.07 -3.49
C -2.02 0.18 -3.67
C -2.85 -0.79 -4.22
C -2.34 -2.02 -4.60
C -0.98 -2.28 -4.42
C -0.16 -1.33 -3.86
C 0.36 3.20 1.19
C 0.30 4.56 1.51
C 1.22 5.16 2.36
C 2.23 4.39 2.93
C 2.33 3.05 2.61
C 1.40 2.44 1.75
P 1.60 0.66 1.33
C 3.39 0.58 0.96
C 4.19 -0.51 1.31
C 5.51 -0.58 0.90
C 6.05 0.42 0.10
C 5.26 1.50 -0.27
C 3.94 1.58 0.16
C 1.33 -0.18 2.94
C 1.42 -1.58 2.98
C 1.10 -2.28 4.14
C 0.66 -1.59 5.27
C 0.54 -0.21 5.22
C 0.87 0.49 4.07
H -2.73 4.09 1.03
H -2.64 2.64 2.03
H -3.50 2.60 0.47
H -2.04 5.08 -0.84
H -2.26 6.13 -3.04
H -1.42 4.96 -5.07
H -0.28 2.79 -4.85
H 1.46 0.08 -5.25
H 3.47 0.70 -6.52
H 4.99 2.46 -5.70
H 4.48 3.62 -3.57
H 2.48 2.99 -2.27
H -2.44 1.14 -3.38
H -3.91 -0.57 -4.35
H -2.99 -2.77 -5.04
H -0.58 -3.25 -4.69
H 0.88 -1.56 -3.67
H -0.49 5.18 1.08
H 1.14 6.21 2.59
H 2.95 4.84 3.60
H 3.14 2.45 3.03
H 3.78 -1.30 1.93
H 6.12 -1.43 1.19
H 7.08 0.36 -0.22
H 5.67 2.29 -0.89
H 3.34 2.43 -0.13
H 1.70 -2.13 2.09
H 1.18 -3.36 4.16
H 0.40 -2.13 6.17
H 0.17 0.33 6.09
H 0.75 1.56 4.05
C -5.15 -0.81 1.46
As -3.39 -0.81 0.63
C -3.28 -2.70 0.14
C -2.18 -0.86 2.22
C -2.57 -1.78 3.34
C -2.09 -3.08 3.39
C -2.47 -3.95 4.41
C -3.35 -3.52 5.40
C -3.83 -2.21 5.36
C -3.44 -1.35 4.34
H -5.20 -1.58 2.23
H -5.88 -1.02 0.67
H -5.36 0.16 1.89
H -3.47 -3.34 1.01
H -2.30 -2.92 -0.27
H -4.03 -2.90 -0.63
H -2.06 0.17 2.56
H -1.20 -1.19 1.84
H -1.38 -3.42 2.64
H -2.07 -4.96 4.44
H -3.65 -4.19 6.19
H -4.50 -1.86 6.13
H -3.81 -0.33 4.33
Se 1.07 -2.03 -0.69
C 0.64 -3.82 -1.15
C 1.38 -4.46 -2.15
C 1.10 -5.78 -2.47
N 0.14 -6.50 -1.89
C -0.56 -5.89 -0.93
C -0.35 -4.58 -0.53
H 2.17 -3.92 -2.66
H 1.67 -6.28 -3.25
H -1.33 -6.49 -0.45
H -0.94 -4.15 0.27
*
```

Atomic partial charges in e from the Löwdin method, atoms 1 to 6: 0.14, -0.24, 0.54, -0.29, -0.10, -0.08


Entry from the Open Molecules 2025 dataset: the molecule C4H6O4 at a distorted geometry (ωB97M-V/def2-TZVPD).

Kohn-Sham gap in eV: 10.29
LUMO in Eh: 0.021
Relative energy (zero: lowest compared OMol25 entry of this formula, charge and spin) in kJ/mol: 327.0
SMILES: O=COCC(=O)CO

```
! RIJCOSX wB97M-V def2-TZVPD def2/J DEFGRID3
* xyz 0 1
O 1.11 -1.10 -0.83
C 2.07 -0.40 -0.41
O 1.92 0.62 0.50
C 0.47 0.59 1.02
C -0.46 0.98 -0.10
O -0.57 2.01 -0.72
C -1.62 -0.02 -0.41
O -1.68 -1.19 0.53
H 3.14 -0.44 -0.91
H 0.32 -0.59 1.32
H 0.38 1.24 1.90
H -1.30 -0.28 -1.61
H -2.59 0.46 -0.26
H -1.19 -1.89 -0.04
*
```

Atomic partial charges in e from the Löwdin method, atoms 1 to 6: 0.00, -0.26, -0.05, -0.03, -0.40, 0.10


Entry from the Open Molecules 2025 dataset: a cluster of 2 separate species, C3H9NO2S in total at a distorted geometry (ωB97M-V/def2-TZVPD).

Kohn-Sham gap (alpha / beta) in eV: 10.87 / 5.03
LUMO (alpha / beta) in Eh: -0.142 / -0.323
Relative energy (zero: lowest compared OMol25 entry of this formula, charge and spin) in kJ/mol: 141.1

```
! RIJCOSX wB97M-V def2-TZVPD def2/J DEFGRID3
* xyz 1 2
O 3.08 -0.32 -0.02
C 2.14 0.15 0.54
C 0.86 0.60 -0.19
C 0.08 -0.77 -0.39
S -1.22 -0.60 -1.53
N 0.19 1.52 0.70
H 2.17 0.45 1.59
H 1.19 1.02 -1.14
H -0.21 -1.20 0.58
H 0.84 -1.44 -0.83
H -2.24 -0.19 -0.76
H -0.78 1.18 0.93
H 0.11 2.45 0.30
H -2.94 -0.82 2.27
H -3.23 0.66 2.08
O -2.53 -0.04 1.88
*
```

Atomic partial charges in e from the Löwdin method, atoms 1 to 6: 0.19, -0.16, -0.34, -0.51, 1.00, 0.10


Entry from the Open Molecules 2025 dataset: a structure of composition C26H60F3MgN2O10S6 at a distorted geometry (ωB97M-V/def2-TZVPD).

Kohn-Sham gap in eV: 8.37
LUMO in Eh: -0.077
Relative energy (zero: lowest compared OMol25 entry of this formula, charge and spin) in kJ/mol: 0.0

```
! RIJCOSX wB97M-V def2-TZVPD def2/J DEFGRID3
* xyz 1 1
Mg -20.43 -23.11 5.62
C -20.72 -20.45 4.17
O -22.07 -20.48 4.62
O -20.05 -21.38 4.75
C -20.63 -20.52 2.67
F -20.94 -21.78 2.17
F -21.45 -19.65 2.03
F -19.41 -20.24 2.30
C -22.92 -19.41 4.30
C -24.32 -19.83 4.66
H -24.75 -20.63 4.07
H -24.41 -19.93 5.74
H -24.97 -18.96 4.43
H -22.73 -18.95 3.34
H -22.66 -18.63 5.04
H -20.29 -19.47 4.49
C -26.64 -19.11 8.32
C -27.58 -18.95 7.23
N -28.33 -18.74 6.36
H -26.65 -18.12 8.78
H -25.67 -19.32 7.91
H -26.98 -19.84 9.03
C -19.20 -21.06 -0.93
C -19.28 -22.54 -0.98
N -19.29 -23.69 -0.94
H -18.15 -20.88 -0.64
H -19.81 -20.76 -0.08
H -19.47 -20.63 -1.87
C -21.10 -14.14 1.76
S -22.53 -15.17 1.41
O -22.68 -15.03 -0.06
C -21.69 -16.76 1.69
H -21.26 -13.17 1.29
H -20.21 -14.64 1.39
H -20.96 -13.91 2.83
H -22.25 -17.47 1.10
H -21.84 -16.96 2.75
H -20.63 -16.67 1.51
C -16.43 -24.32 7.22
S -17.25 -23.97 5.66
O -18.60 -23.49 6.01
C -16.35 -22.53 5.18
H -16.66 -23.51 7.91
H -15.37 -24.34 7.00
H -16.86 -25.26 7.53
H -16.93 -21.95 4.47
H -15.39 -22.81 4.74
H -16.15 -21.85 6.02
C -24.22 -23.58 7.22
S -23.84 -23.36 5.50
O -22.38 -23.26 5.36
C -24.36 -24.95 4.87
H -23.82 -24.54 7.58
H -25.27 -23.45 7.45
H -23.60 -22.87 7.78
H -24.24 -24.92 3.80
H -25.39 -25.08 5.19
H -23.73 -25.71 5.33
C -23.72 -20.10 1.16
S -23.80 -21.86 1.50
O -25.21 -22.23 1.70
C -23.32 -22.35 -0.15
H -23.47 -19.60 2.12
H -24.68 -19.67 0.88
H -22.90 -19.82 0.51
H -23.70 -23.37 -0.28
H -22.23 -22.44 -0.26
H -23.74 -21.78 -0.97
C -21.04 -19.96 7.96
S -20.88 -21.60 8.60
O -20.59 -22.36 7.36
C -19.32 -21.33 9.41
H -21.90 -19.93 7.29
H -20.17 -19.74 7.34
H -21.21 -19.21 8.73
H -19.62 -20.87 10.36
H -18.70 -20.68 8.81
H -18.79 -22.25 9.66
C -18.73 -23.79 2.35
S -19.98 -24.97 2.84
O -20.40 -24.54 4.20
C -21.28 -24.30 1.82
H -17.96 -24.27 1.75
H -18.27 -23.25 3.18
H -19.17 -22.99 1.77
H -22.19 -24.82 2.18
H -21.22 -24.44 0.75
H -21.44 -23.29 2.17
C -27.05 -19.51 3.36
C -27.59 -20.90 3.19
O -28.43 -21.14 2.41
C -27.07 -21.99 4.07
H -27.70 -18.80 2.86
H -26.12 -19.46 2.78
H -26.89 -19.28 4.41
H -26.58 -22.73 3.46
H -27.93 -22.42 4.58
H -26.33 -21.66 4.82
C -14.58 -16.66 0.93
C -15.89 -17.13 1.49
O -16.18 -16.94 2.69
C -16.76 -18.02 0.63
H -14.05 -17.54 0.53
H -13.99 -16.16 1.68
H -14.71 -15.99 0.08
H -17.69 -17.51 0.38
H -16.85 -18.95 1.18
H -16.26 -18.22 -0.32
*
```

Atomic partial charges in e from the Löwdin method, atoms 1 to 6: 0.51, -0.49, -0.08, -0.14, -0.51, 0.02


Entry from the Open Molecules 2025 dataset: the molecule C6H7BS at a distorted geometry (ωB97M-V/def2-TZVPD).

Kohn-Sham gap in eV: 7.68
LUMO in Eh: -0.031
Relative energy (zero: lowest compared OMol25 entry of this formula, charge and spin) in kJ/mol: 164.7
SMILES: BC1C=CC(=S)C=C1

```
! RIJCOSX wB97M-V def2-TZVPD def2/J DEFGRID3
* xyz 0 1
B -1.61 -0.17 1.22
C -1.02 0.04 -0.35
C -0.32 1.33 -0.60
C 1.03 1.30 -0.37
C 1.65 0.13 0.23
S 2.87 0.11 1.34
C 1.10 -1.07 -0.28
C -0.21 -1.16 -0.68
H -2.66 -0.87 1.28
H -1.20 0.21 2.13
H -1.89 -0.07 -1.02
H -0.88 2.16 -0.90
H 1.71 2.07 -0.67
H 1.96 -1.85 -0.23
H -0.55 -2.14 -1.10
*
```

Atomic partial charges in e from the Löwdin method, atoms 1 to 6: 0.16, -0.33, -0.03, -0.10, -0.82, 0.70